# C18H32Al2Br2Cl3F2O11P

A molecular structure, C18H32Al2Br2Cl3F2O11P (wB97M-V/def2-TZVPD, the OMol25 dataset).

Calculated values
HOMO-LUMO gap = 0.051 hartree
HOMO energy = -7.86 eV
LUMO energy = -6.5 eV
Maximum force = 3.59 eV/A

Geometry as ORCA input:
```
! wB97M-V def2-TZVPD RIJCOSX def2/J DEFGRID3
* xyz 0 1
O 3.87170 -1.00657 2.38811
C 3.05274 -1.87524 1.60280
C 1.72928 -1.18936 1.20958
C 0.72473 -2.21266 0.54068
O -0.44631 -1.58734 0.02316
C -1.35040 -1.26079 1.02453
C -2.57216 -2.14607 1.14246
C -3.37743 -2.52596 0.08621
C -4.51270 -3.30292 0.23466
C -4.84179 -3.71311 1.52293
C -4.04375 -3.38616 2.59741
C -2.91632 -2.61110 2.40664
C -1.65782 0.26159 0.92060
O -0.54374 0.89230 0.33923
O -2.83436 0.46446 0.16291
C -3.37378 1.71394 0.44414
P -4.16621 1.90292 2.16933
O -3.02845 2.96804 2.94133
O -4.02047 0.45118 2.98458
H 3.85588 -0.11617 2.01927
H 3.64207 -2.16814 0.72245
H 2.82689 -2.76168 2.20238
H 1.32983 -0.75509 2.14113
H 1.97308 -0.34376 0.54608
H 1.30891 -2.72188 -0.23373
H 0.52858 -2.96774 1.30699
H -0.82405 -1.37581 1.99118
H -3.13842 -2.17621 -0.92002
H -5.13682 -3.56430 -0.61442
H -5.73459 -4.31704 1.66700
H -4.27100 -3.71269 3.64975
H -2.25440 -2.33197 3.23115
H -1.73597 0.63896 1.96971
H -0.71094 1.84677 0.39183
H -2.62611 2.53957 0.21826
H -4.22395 1.85421 -0.24156
H -2.21699 2.94606 2.39621
H -3.55736 0.63950 3.83009
Al -3.16251 4.03844 -1.19236
C 1.93568 3.71328 -2.86813
O 2.64392 3.01852 -3.90003
C 3.78712 2.47396 -3.43047
C 3.64675 0.90422 -3.13078
O 2.80075 0.66559 -2.09879
C 1.51324 0.19555 -2.40882
H 0.92949 3.94277 -3.22754
H 1.85913 3.11663 -1.96530
H 2.45348 4.64247 -2.64336
H 4.11832 2.98740 -2.49818
H 4.55034 2.59848 -4.20387
H 4.64853 0.54940 -2.81701
H 3.32718 0.34890 -4.06509
H 1.56722 -0.85813 -2.70294
H 1.00281 0.80422 -3.25840
H 0.91240 0.27930 -1.50390
F 3.40200 4.11177 -1.04680
F -0.99159 4.63283 -2.67001
Br 4.40864 -1.25411 -3.91492
C 2.20839 -5.23061 0.50091
O 3.43649 -5.00651 0.40701
O 1.69957 -5.97043 -0.55133
O 1.41988 -4.87650 1.38389
H 2.54271 -6.06702 -1.02724
C 1.39874 4.87333 -0.20930
Cl 1.61108 6.24898 0.87303
Cl -0.17017 4.08093 0.05872
H 1.42499 5.21699 -1.23845
H 2.18950 4.14826 -0.02946
Al -1.92001 1.44254 4.43102
Br -0.01123 1.42721 -4.66620
Cl -5.91022 -4.18843 4.59908
*
```